1.
Entry from the OMol25 dataset: a structure of composition C37H32ClEuN8O4S3 in a non-equilibrium geometry (ωB97M-V/def2-TZVPD).

Output
* multiplicity: 7
* energy above the lowest of the compared OMol25 structures with the same formula, charge and spin: 7.99 kJ/mol
* HOMO energy (alpha / beta): 0.0 / -3.1 eV
* DFT total energy: -4533.28522 hartree
* gap between HOMO and LUMO (alpha / beta): 3.79 / 5.12 eV
* total charge: -2

Each line ends with the Mulliken charge.
Atoms and positions in Å:
Eu1 -0.10670 -0.50915 -1.27506  0.99
O1 -1.98620 -1.19475 -2.58486  -0.20
C1 -3.06460 -0.88575 -3.18486  -0.05
C2 -3.90900 -1.88715 -3.74456  -0.80
C3 -5.07370 -1.58745 -4.39856  -0.47
C4 -5.49090 -0.26475 -4.52756  -0.79
C5 -4.70500 0.74235 -4.01126  -0.69
C6 -3.49320 0.47525 -3.37316  1.04
C7 -2.62680 1.55665 -2.96136  -0.02
N1 -1.50360 1.47255 -2.25856  0.33
C8 -0.97430 2.72955 -2.20916  -0.52
C9 -1.77510 3.59615 -2.88636  -1.04
N2 -2.82210 2.84855 -3.35986  -0.02
H1 -3.58350 -2.91025 -3.62626  0.41
H2 -5.68400 -2.38115 -4.81466  0.36
H3 -6.41670 -0.02815 -5.03106  0.36
H4 -5.05540 1.76675 -4.09326  0.29
H5 -0.04700 2.91655 -1.69956  0.60
H6 -1.69720 4.64485 -3.08606  0.45
H7 -3.60950 3.19165 -3.88266  0.16
Cl1 3.50400 -8.10315 -3.73316  -0.26
C10 2.76310 -6.65645 -3.13006  0.53
C11 2.99860 -6.29205 -1.81676  -0.75
C12 2.41940 -5.13545 -1.33006  -0.19
C13 1.59170 -4.37275 -2.14026  -0.05
C14 1.34790 -4.77485 -3.44816  -0.05
C15 1.94880 -5.90835 -3.96096  -0.83
C16 0.96010 -3.08675 -1.65026  0.81
O2 0.98700 -2.80715 -0.43586  -0.72
O3 0.42990 -2.37315 -2.53036  -0.65
H8 3.64010 -6.90165 -1.20026  0.39
H9 2.60460 -4.80715 -0.32016  0.47
H10 0.68100 -4.17725 -4.05026  0.41
H11 1.79250 -6.20655 -4.98656  0.39
N3 0.42900 -0.52175 -4.73376  -0.44
C17 1.44990 -0.35475 -3.80986  1.08
O4 1.23490 0.39035 -2.82636  -0.58
C18 2.70080 -0.96735 -4.09266  0.31
C19 2.88460 -1.77595 -5.20276  -0.15
N4 3.04510 -2.44265 -6.13646  -0.68
C20 3.74040 -0.87305 -3.17096  0.11
N5 4.60750 -0.81225 -2.40836  -0.71
H12 -0.49000 -0.41825 -4.31206  0.22
H13 0.51500 -1.33305 -5.32796  0.28
S1 -1.72120 6.35755 3.16804  -0.52
C21 -0.57840 5.32385 2.57064  0.13
S2 -0.65940 4.59635 0.99184  -0.14
C22 0.91560 3.69095 1.37624  0.40
N6 1.30770 3.98965 2.56494  -0.84
N7 0.52260 4.87985 3.22334  0.55
C23 0.92140 5.16985 4.53074  0.41
C24 0.67970 6.39605 5.14574  -0.43
C25 1.16060 6.62115 6.42214  -0.63
C26 1.87790 5.64585 7.09524  -0.40
C27 2.11080 4.42405 6.48304  -0.58
C28 1.64160 4.18405 5.20964  -0.37
S3 1.66840 2.71085 0.28824  -0.34
H14 0.12730 7.16545 4.63054  0.27
H15 0.98310 7.57755 6.89554  0.34
H16 2.26040 5.83615 8.08824  0.35
H17 2.66160 3.65045 6.99884  0.34
H18 1.83040 3.24975 4.70324  0.56
C29 4.05670 0.54835 2.46394  -1.08
C30 4.14400 -0.56385 1.41614  -0.35
C31 3.04170 -0.47585 0.49624  0.05
N8 2.13780 -0.40055 -0.20016  0.10
H19 4.89870 0.47605 3.14804  0.41
H20 3.13360 0.46195 3.03004  0.25
H21 4.06620 1.52455 1.98974  0.30
H22 4.09280 -1.54425 1.90084  0.24
H23 5.07670 -0.50255 0.84684  0.28
C32 -1.36400 -1.33095 4.18914  -1.64
C33 -2.36080 -1.57765 3.04884  2.27
C34 -2.64880 -3.07935 2.91794  -1.59
C35 -3.67100 -0.83025 3.31964  -1.64
C36 -1.75820 -1.07115 1.80984  -0.14
C37 -1.23180 -0.60035 0.82414  -1.24
H24 -1.75210 -1.69805 5.14184  0.38
H25 -1.16140 -0.26445 4.27894  0.39
H26 -0.42510 -1.83805 3.97164  0.35
H27 -3.02960 -3.48475 3.85804  0.36
H28 -1.74320 -3.61605 2.64524  0.35
H29 -3.39120 -3.25025 2.14114  0.39
H30 -4.12110 -1.16255 4.25694  0.36
H31 -4.37310 -1.01055 2.50784  0.38
H32 -3.48810 0.24065 3.37434  0.38

Cartesian forces (eV/Å) of the 6 atoms listed first:
-1.710 -0.276 -0.114
0.707 -0.098 0.366
-0.628 0.563 -0.284
0.288 -0.072 0.184
-0.105 0.040 -0.039
-0.270 0.148 -0.143

***

2.
Entry from the OMol25 dataset: a structure of composition C37H32CoN7O5 (ωB97M-V/def2-TZVPD).

Output
* multiplicity: 2
* energy above the lowest of the compared OMol25 structures with the same formula, charge and spin: 0.00 kJ/mol
* HOMO energy (alpha / beta): -4.1 / -4.1 eV
* DFT total energy: -3571.61133 hartree
* gap between HOMO and LUMO (alpha / beta): 6.64 / 6.70 eV
* total charge: -1

Each line ends with the Mulliken charge.
Atoms and positions in Å:
Co1 -0.14805 0.51345 0.95405  -0.75
C1 0.34251 3.85268 4.50028  -0.61
O1 0.04277 2.65201 5.19242  -0.47
C2 -1.13176 2.03709 4.81044  -0.14
C3 -2.07224 1.79386 5.77789  -0.43
C4 -3.26801 1.12679 5.47370  -0.74
C5 -3.48182 0.72513 4.17711  -0.98
C6 -2.52939 0.93695 3.16500  0.55
C7 -2.86294 0.44509 1.84513  -0.59
N1 -2.08208 0.31018 0.83589  1.57
N2 -2.72236 -0.16184 -0.30213  -1.51
C8 -1.90867 -0.56744 -1.24249  0.36
O2 -0.63400 -0.59041 -1.21863  -0.58
C9 -2.61912 -1.06338 -2.47495  0.19
C10 -1.94219 -1.85905 -3.39153  0.07
C11 -2.56881 -2.31083 -4.54623  -0.81
C12 -3.88688 -1.96556 -4.80097  -0.33
C13 -4.57354 -1.17124 -3.88844  -0.71
C14 -3.94738 -0.72592 -2.73636  -0.42
C15 -1.30440 1.60504 3.45424  1.22
O3 -0.39266 1.82671 2.58148  -0.43
H1 0.56113 3.65858 3.45049  0.05
H2 1.21276 4.28273 4.99661  0.28
H3 -0.49255 4.55969 4.57361  0.27
H4 -1.85973 2.12677 6.78749  0.44
H5 -4.00425 0.93925 6.24421  0.36
H6 -4.40138 0.21145 3.91413  0.34
H7 -3.89596 0.13252 1.69254  0.26
H8 -0.91881 -2.13781 -3.18713  0.34
H9 -2.02040 -2.93182 -5.24414  0.42
H10 -4.37864 -2.31132 -5.70229  0.38
H11 -5.60432 -0.89607 -4.07871  0.38
H12 -4.47120 -0.11208 -2.01684  0.44
O4 -0.15938 -1.13041 1.96662  -0.56
C16 0.37600 -1.17569 3.13990  0.35
C17 -0.20654 -1.96799 4.16081  -0.41
C18 0.31326 -1.99775 5.43317  -0.38
C19 1.44990 -1.25595 5.76959  -0.98
C20 2.05708 -0.50208 4.78785  -0.46
C21 1.56021 -0.46676 3.48257  0.50
C22 2.26192 0.26514 2.44462  0.41
N3 1.79238 0.67807 1.27639  0.75
C23 2.82414 1.31914 0.63047  -0.51
C24 3.93746 1.29078 1.40271  -1.05
N4 3.56845 0.62181 2.54745  -0.05
H13 -1.10449 -2.51629 3.90529  0.44
H14 -0.18307 -2.58948 6.19452  0.37
H15 1.82915 -1.25096 6.78282  0.36
H16 2.91655 0.10766 5.05075  0.33
H17 2.70761 1.77525 -0.33593  0.49
H18 4.92859 1.67590 1.24719  0.41
H19 4.16374 0.35945 3.31071  0.22
C25 4.05720 -4.90460 -3.94868  -1.38
C26 3.26374 -3.62644 -3.89177  1.02
C27 3.25836 -2.72762 -4.94670  -0.76
C28 2.53566 -1.53953 -4.90649  -0.91
C29 1.79736 -1.22805 -3.77035  0.12
N5 1.02845 -0.05344 -3.61141  0.58
C30 1.12351 1.06836 -4.37187  0.35
O5 1.73739 1.15639 -5.42511  -0.77
N6 0.44566 2.20163 -3.91858  -0.01
C31 -0.10382 2.50931 -2.66844  -0.30
C32 -1.10165 3.47028 -2.54848  -0.44
C33 -1.62123 3.75313 -1.29715  -1.03
C34 -1.19390 3.01676 -0.20433  -0.44
N7 -0.25658 2.08123 -0.32585  0.77
C35 0.32023 1.88464 -1.50430  -1.01
C36 1.79461 -2.12143 -2.69300  0.17
C37 2.51305 -3.29907 -2.76356  -1.12
H20 4.45414 -5.07593 -4.94965  0.34
H21 3.44275 -5.76526 -3.67814  0.34
H22 4.90140 -4.87817 -3.25572  0.28
H23 3.82983 -2.95550 -5.84043  0.29
H24 2.54610 -0.86311 -5.74487  0.49
H25 0.36166 -0.10400 -2.83306  -0.58
H26 0.47108 2.92663 -4.61594  0.27
H27 -1.46863 3.98193 -3.43086  0.43
H28 -2.39381 4.49933 -1.17398  0.42
H29 -1.61523 3.13440 0.78526  0.43
H30 1.10430 1.14682 -1.53284  1.74
H31 1.21194 -1.88311 -1.81002  0.63
H32 2.48789 -3.97658 -1.91710  0.42

Cartesian forces (eV/Å) of the 6 atoms listed first:
-0.114 0.059 -0.224
0.025 0.030 -0.011
0.017 -0.007 0.025
0.006 0.007 -0.063
-0.071 -0.036 0.012
0.051 0.033 0.019

***

3.
Entry from the OMol25 dataset: a structure of composition C37H32F4N4O2PPtSb2 (ωB97M-V/def2-TZVPD).

Output
* multiplicity: 3
* energy above the lowest of the compared OMol25 structures with the same formula, charge and spin: 0.00 kJ/mol
* HOMO energy (alpha / beta): -9.9 / -10.6 eV
* DFT total energy: -3138.95406 hartree
* gap between HOMO and LUMO (alpha / beta): 6.26 / 5.43 eV
* total charge: +1

Each line ends with the Mulliken charge.
Atoms and positions in Å:
Pt1 -1.35545 -1.16976 0.71434  2.05
O1 -3.85993 -0.96780 3.19187  -0.57
C1 -2.66750 -0.77090 3.18173  -1.27
O2 -1.78577 -1.60498 2.63601  -0.43
C2 -2.06156 0.44978 3.82146  1.34
C3 -2.55708 0.83485 5.06107  -0.74
C4 -1.97605 1.88462 5.75480  -0.68
C5 -0.90456 2.57434 5.20431  -0.76
C6 -0.42892 2.22277 3.95184  -0.29
C7 -1.00739 1.16750 3.24523  0.18
P1 -0.39833 0.87062 1.57347  1.04
C8 1.39369 0.76263 1.73594  0.52
C9 2.28529 1.42118 0.89327  -0.63
C10 3.65044 1.21645 1.03679  -0.67
C11 4.13009 0.36431 2.02015  -0.73
C12 3.24309 -0.28778 2.87021  -0.82
C13 1.88009 -0.09784 2.72589  -0.67
C14 -0.84770 2.30324 0.56700  1.06
C15 -0.49181 2.31429 -0.78443  -0.64
C16 -0.88596 3.35914 -1.60340  -0.75
C17 -1.64858 4.39899 -1.08696  -0.84
C18 -2.01068 4.39286 0.25210  -0.38
C19 -1.61460 3.35070 1.07862  -1.32
H1 -3.38767 0.28487 5.48381  0.54
H2 -2.35565 2.16041 6.72985  0.45
H3 -0.44513 3.39202 5.74374  0.46
H4 0.39322 2.77983 3.51644  0.52
H5 1.92830 2.09811 0.12953  0.34
H6 4.33973 1.72643 0.37679  0.54
H7 5.19606 0.21431 2.13203  0.43
H8 3.61893 -0.93706 3.65102  0.50
H9 1.18746 -0.60591 3.39036  0.73
H10 0.09802 1.51062 -1.19887  0.25
H11 -0.60034 3.35835 -2.64784  0.52
H12 -1.96021 5.21177 -1.72976  0.43
H13 -2.60614 5.20028 0.65752  0.47
H14 -1.91217 3.35441 2.11852  0.42
C20 1.17151 -3.65217 2.79328  -1.16
Sb1 0.43858 -3.06363 0.90350  0.61
C21 2.16821 -2.86577 -0.28893  -1.06
C22 -0.45534 -4.85455 0.21798  -1.29
H15 1.51301 -4.68308 2.70773  0.50
H16 0.37775 -3.58809 3.53479  0.38
H17 2.00365 -3.01416 3.08116  0.26
H18 2.78602 -3.75544 -0.17464  0.65
H19 2.72738 -1.98573 0.02385  0.15
H20 1.87468 -2.76017 -1.33254  0.25
H21 0.31493 -5.61380 0.08843  0.44
H22 -0.95675 -4.67979 -0.73162  0.39
H23 -1.18343 -5.19353 0.95267  0.37
F1 1.85278 -0.04216 -1.76317  0.53
C23 2.21591 -0.31508 -3.03645  0.09
C24 3.54955 -0.27186 -3.33715  0.33
F2 4.38847 0.01366 -2.34333  -0.27
C25 4.03163 -0.49750 -4.64426  0.00
C26 3.02253 -0.76807 -5.59799  0.04
C27 1.68749 -0.81950 -5.27550  0.10
F3 0.81678 -1.12118 -6.23639  -0.33
C28 1.21841 -0.59911 -3.97290  0.79
C29 -0.17764 -0.65472 -3.61246  0.10
C30 -0.57621 -0.84264 -2.31183  0.44
N1 -0.92636 -1.02782 -1.22106  -0.59
C31 -1.26336 -0.48610 -4.51675  -0.67
N2 -2.20964 -0.33095 -5.15689  -0.57
F4 3.36027 -1.01759 -6.85439  -0.31
C32 5.41651 -0.45362 -4.97153  0.78
C33 6.42318 -0.22360 -4.00015  0.01
N3 7.26738 -0.05675 -3.23293  -0.55
C34 5.90988 -0.63812 -6.28633  -0.09
N4 6.37363 -0.78460 -7.33160  -0.50
C35 -4.56856 1.45355 1.21259  -1.11
Sb2 -3.68217 -0.10867 0.09962  0.55
C36 -3.74794 0.59805 -1.89098  -1.16
C37 -5.13087 -1.64364 0.15960  -1.22
H24 -5.52123 1.67533 0.73161  0.57
H25 -3.93802 2.33973 1.18634  0.26
H26 -4.73101 1.12585 2.23649  0.36
H27 -4.68904 1.12692 -2.03961  0.59
H28 -3.68722 -0.23551 -2.58945  0.37
H29 -2.91814 1.27977 -2.07683  0.19
H30 -6.08681 -1.24387 -0.17750  0.42
H31 -5.21334 -2.00598 1.18167  0.35
H32 -4.82227 -2.45199 -0.50061  0.39

Cartesian forces (eV/Å) of the 6 atoms listed first:
-0.041 0.099 -0.081
0.027 -0.005 0.136
0.068 -0.004 -0.199
-0.125 0.045 0.025
-0.019 -0.047 -0.031
-0.006 0.007 0.060